54
Properties=species:S:1:pos:R:3:mulliken_charge:R:1 method="wB97M-V/def2-TZVPD" multiplicity=6 lumo_ha="-0.34679 / -0.48699" fmax_ha_per_bohr=0.079 de_lowest_ev=5.3321 gap_ev="5.8 / 2.0" charge=+2
Fe 25.578 0.525 -11.918 1.287
O 27.278 1.360 -12.198 -0.512
N 32.698 0.223 -15.112 -0.407
N 26.688 7.636 -13.115 -0.488
N 30.446 1.694 -6.322 -0.385
N 26.535 3.273 -16.889 -0.252
C 30.034 -1.410 -12.991 -1.020
C 28.448 6.346 -17.577 -1.223
C 28.354 2.231 -12.155 -0.006
C 29.694 -1.503 -14.479 -0.444
C 30.528 -0.186 -9.281 0.153
C 27.763 7.968 -12.857 0.321
C 30.945 -1.702 -15.372 -0.579
C 30.926 1.218 -8.835 -0.113
C 29.156 8.317 -12.548 -0.539
C 27.639 5.141 -15.427 0.285
C 29.496 5.969 -11.534 -1.045
C 31.146 -1.252 -8.413 -1.398
C 30.680 1.493 -7.426 0.187
C 30.053 7.053 -12.467 -0.397
C 27.944 6.405 -16.180 -0.151
C 31.944 -0.635 -15.225 0.242
C 27.034 4.084 -16.233 -0.079
H 26.926 5.338 -14.608 0.327
H 29.437 -0.281 -9.314 0.258
H 30.218 6.650 -13.468 0.228
H 31.049 -1.153 -7.332 0.385
H 29.111 -1.434 -12.409 0.322
H 28.543 4.718 -14.956 0.235
H 29.301 1.761 -12.458 0.207
H 30.801 -0.369 -10.323 -0.024
H 31.451 -2.586 -14.971 0.258
H 29.154 8.784 -11.562 0.388
H 30.049 5.036 -11.650 0.283
H 32.237 -1.222 -8.513 0.348
H 30.831 -2.244 -8.736 0.363
H 29.038 -2.363 -14.610 0.347
H 30.727 -1.938 -16.411 0.388
H 28.678 2.577 -11.170 0.199
H 28.466 5.733 -11.817 0.301
H 28.631 7.039 -15.585 0.176
H 29.177 -0.608 -14.832 0.221
H 30.350 1.951 -9.409 -0.123
H 30.999 7.379 -12.036 0.348
H 29.523 6.297 -10.497 0.379
H 27.031 7.054 -16.164 0.370
H 29.536 9.022 -13.285 0.339
H 29.366 5.735 -17.674 0.372
H 30.691 -2.226 -12.690 0.444
H 27.752 5.850 -18.277 0.403
H 28.653 7.323 -18.010 0.413
H 28.254 3.046 -12.874 -0.160
H 30.545 -0.486 -12.712 0.218
H 31.977 1.394 -9.069 0.348